ORCA calculation (ωB97M-V/def2-TZVPD) on a molecular structure, C2H2O2Sm in a non-equilibrium geometry.

## Properties
HOMO level (alpha / beta)   -6.88 / -6.92 eV
HOMO-LUMO gap (alpha / beta)   5.777 / 5.854 eV
Relative energy (zero: lowest compared OMol25 entry of this formula, charge and spin)   375.11 kJ/mol
LUMO (alpha / beta)   -1.11 / -1.06 eV
Spin multiplicity   7

Geometry as XYZ:
```
7
Properties=species:S:1:pos:R:3:lowdin_spin:R:1
O -1.76 0.70 -0.51 0.00
C -0.52 0.21 -0.12 -0.01
C 0.64 0.79 -0.10 -0.01
O 1.78 1.15 -0.26 -0.01
H -1.77 1.66 -0.45 0.00
Sm -0.21 -2.35 0.49 6.05
H 1.84 -2.17 0.95 -0.02
```